10 unconnected molecules or ions with the total composition C48H123N7O18. Source: the Open Molecules 2025 dataset; level of theory: the ωB97M-V functional and the def2-TZVPD basis.

Each atom is followed by the atoms it is bonded to, with distances in Å.
Element x y z (Å)
1 C 2.55 6.46 -1.72  O2 1.366, H10 1.099, H11 1.095, H12 1.071
2 O 3.22 5.28 -1.77  C1 1.366, C3 1.410
3 C 4.27 5.17 -2.72  O2 1.410, C4 1.509, H13 1.080, H14 1.123
4 C 4.29 3.80 -3.36  C3 1.509, N5 1.430, H15 1.115, H16 1.084
5 N 4.21 2.78 -2.37  C4 1.430, C6 1.445, H17 1.029
6 C 5.09 1.65 -2.55  N5 1.445, C7 1.523, H18 1.125, H19 1.096
7 C 4.60 0.68 -3.61  C6 1.523, O8 1.468, H20 1.094, H21 1.119
8 O 4.96 1.24 -4.91  C7 1.468, C9 1.412
9 C 4.53 0.37 -5.94  O8 1.412, H22 1.070, H23 1.081, H24 1.082
10 H 2.10 6.70 -2.70  C1 1.099
11 H 3.14 7.33 -1.41  C1 1.095
12 H 1.78 6.37 -0.99  C1 1.071
13 H 5.18 5.30 -2.16  C3 1.080
14 H 4.12 5.96 -3.50  C3 1.123
15 H 5.21 3.69 -3.98  C4 1.115
16 H 3.53 3.64 -4.12  C4 1.084
17 H 4.23 3.00 -1.37  N5 1.029
18 H 5.23 1.24 -1.51  C6 1.125
19 H 6.09 1.95 -2.89  C6 1.096
20 H 3.53 0.44 -3.53  C7 1.094
21 H 5.18 -0.28 -3.57  C7 1.119
22 H 3.47 0.48 -6.07  C9 1.070
23 H 4.80 -0.65 -5.72  C9 1.081
24 H 5.08 0.65 -6.82  C9 1.082
25 C -6.31 -0.94 8.09  O26 1.393, H34 1.066, H35 1.073, H36 1.112
26 O -5.07 -0.62 7.54  C25 1.393, C27 1.401
27 C -5.14 0.42 6.60  O26 1.401, C28 1.503, H37 1.089, H38 1.075
28 C -3.75 0.76 6.14  C27 1.503, N29 1.427, H39 1.061, H40 1.065
29 N -3.78 1.73 5.09  C28 1.427, C30 1.434, H41 1.009
30 C -2.52 2.38 4.87  N29 1.434, C31 1.517, H42 1.130, H43 1.110
31 C -2.67 3.31 3.69  C30 1.517, O32 1.390, H44 1.137, H45 1.088
32 O -2.97 2.51 2.59  C31 1.390, C33 1.380
33 C -3.72 3.13 1.61  O32 1.380, H46 1.059, H47 1.096, H48 1.091
34 H -6.06 -1.68 8.82  C25 1.066
35 H -7.02 -1.37 7.41  C25 1.073
36 H -6.85 -0.12 8.61  C25 1.112
37 H -5.57 1.28 7.11  C27 1.089
38 H -5.73 0.13 5.75  C27 1.075
39 H -3.15 -0.09 5.95  C28 1.061
40 H -3.24 1.19 6.98  C28 1.065
41 H -4.07 1.30 4.22  N29 1.009
42 H -1.68 1.65 4.66  C30 1.130
43 H -2.15 2.82 5.83  C30 1.110
44 H -1.64 3.78 3.56  C31 1.137
45 H -3.43 4.04 3.97  C31 1.088
46 H -4.65 3.44 1.98  C33 1.059
47 H -3.85 2.45 0.76  C33 1.096
48 H -3.17 3.99 1.22  C33 1.091
49 C -0.87 -2.55 2.42  O50 1.392, H58 1.104, H59 1.125, H60 1.105
50 O 0.11 -2.04 3.28  C49 1.392, C51 1.431
51 C -0.09 -0.63 3.46  O50 1.431, C52 1.526, H61 1.103, H62 1.079
52 C 1.11 0.11 4.05  C51 1.526, N53 1.451, H63 1.089, H64 1.104
53 N 1.56 -0.24 5.38  C52 1.451, C54 1.443, H65 1.009
54 C 0.78 0.12 6.54  N53 1.443, C55 1.550, H66 1.084, H67 1.120
55 C 1.72 -0.01 7.76  C54 1.550, O56 1.337, H68 1.072, H69 1.113
56 O 2.04 -1.30 7.93  C55 1.337, C57 1.400
57 C 2.98 -1.47 8.95  O56 1.400, H70 1.082, H71 1.109, H72 1.089
58 H -0.99 -3.64 2.59  C49 1.104
59 H -0.67 -2.35 1.33  C49 1.125
60 H -1.87 -2.15 2.64  C49 1.105
61 H -0.91 -0.57 4.19  C51 1.103
62 H -0.33 -0.20 2.50  C51 1.079
63 H 0.86 1.17 4.00  C52 1.089
64 H 1.95 -0.07 3.36  C52 1.104
65 H 1.74 -1.23 5.48  N53 1.009
66 H -0.12 -0.43 6.80  C54 1.084
67 H 0.45 1.19 6.44  C54 1.120
68 H 1.23 0.41 8.62  C55 1.072
69 H 2.61 0.61 7.49  C55 1.113
70 H 3.18 -2.50 9.22  C57 1.082
71 H 2.59 -1.03 9.90  C57 1.109
72 H 3.92 -0.95 8.78  C57 1.089
73 C 1.45 4.80 1.73  O74 1.435, H82 1.083, H83 1.104, H84 1.108
74 O 1.18 3.45 2.13  C73 1.435, C75 1.416
75 C 1.85 2.47 1.36  O74 1.416, C76 1.496, H85 1.104, H86 1.079
76 C 3.27 2.29 1.81  C75 1.496, N77 1.481, H87 1.131, H88 1.109
77 N 4.24 3.04 0.98  C76 1.481, C78 1.448, H89 1.034
78 C 5.54 3.22 1.59  N77 1.448, C79 1.519, H90 1.106, H91 1.061
79 C 6.24 1.88 1.71  C78 1.519, O80 1.459, H92 1.092, H93 1.084
80 O 7.67 2.12 1.88  C79 1.459, C81 1.408
81 C 8.40 0.96 1.58  O80 1.408, H94 1.087, H95 1.084, H96 1.125
82 H 1.38 4.93 0.66  C73 1.083
83 H 2.49 4.99 2.02  C73 1.104
84 H 0.81 5.51 2.29  C73 1.108
85 H 1.71 2.69 0.29  C75 1.104
86 H 1.29 1.56 1.55  C75 1.079
87 H 3.56 1.19 1.85  C76 1.131
88 H 3.36 2.65 2.85  C76 1.109
89 H 3.82 3.97 0.78  N77 1.034
90 H 5.52 3.77 2.55  C78 1.106
91 H 6.13 3.85 0.97  C78 1.061
92 H 6.01 1.25 0.85  C79 1.092
93 H 5.84 1.39 2.58  C79 1.084
94 H 8.17 0.16 2.28  C81 1.087
95 H 9.48 1.08 1.53  C81 1.084
96 H 8.07 0.64 0.55  C81 1.125
97 C -2.43 -6.48 1.62  O98 1.422, H106 1.095, H107 1.094, H108 1.064
98 O -1.85 -5.35 0.98  C97 1.422, C99 1.386
99 C -2.22 -5.30 -0.35  O98 1.386, C100 1.504, H109 1.081, H110 1.135
100 C -1.31 -4.38 -1.11  C99 1.504, N101 1.444, H111 1.130, H112 1.104
101 N 0.02 -4.88 -0.87  C100 1.444, C102 1.453, H113 1.017
102 C 1.00 -4.21 -1.72  N101 1.453, C103 1.512, H114 1.096, H115 1.085
103 C 2.45 -4.53 -1.42  C102 1.512, O104 1.412, H116 1.056, H117 1.080
104 O 2.94 -3.97 -0.22  C103 1.412, C105 1.424
105 C 2.62 -4.74 0.93  O104 1.424, H118 1.084, H119 1.086, H120 1.120
106 H -2.11 -7.37 1.07  C97 1.095
107 H -3.53 -6.47 1.53  C97 1.094
108 H -2.10 -6.53 2.63  C97 1.064
109 H -3.24 -4.94 -0.45  C99 1.081
110 H -2.01 -6.29 -0.87  C99 1.135
111 H -1.50 -3.28 -0.90  C100 1.130
112 H -1.57 -4.51 -2.17  C100 1.104
113 H 0.27 -4.77 0.11  N101 1.017
114 H 0.89 -3.13 -1.75  C102 1.096
115 H 0.80 -4.57 -2.72  C102 1.085
116 H 3.02 -4.07 -2.18  C103 1.056
117 H 2.60 -5.60 -1.50  C103 1.080
118 H 2.51 -5.80 0.70  C105 1.084
119 H 1.75 -4.33 1.43  C105 1.086
120 H 3.46 -4.56 1.65  C105 1.120
121 C -2.78 -2.29 -4.62  O122 1.484, H130 1.136, H131 1.066, H132 1.087
122 O -2.65 -1.82 -3.22  C121 1.484, C123 1.452
123 C -1.37 -1.17 -2.97  O122 1.452, C124 1.539, H133 1.070, H134 1.083
124 C -1.22 0.17 -3.70  C123 1.539, N125 1.482, H135 1.103, H136 1.078
125 N -0.73 0.07 -5.09  C124 1.482, C126 1.479, H137 1.014
126 C 0.10 1.19 -5.59  N125 1.479, C127 1.534, H138 1.095, H139 1.140
127 C 0.45 0.89 -7.06  C126 1.534, O128 1.470, H140 1.107, H141 1.077
128 O -0.87 0.90 -7.70  C127 1.470, C129 1.414
129 C -1.15 0.03 -8.78  O128 1.414, H142 1.111, H143 1.120, H144 1.103
130 H -3.03 -1.45 -5.34  C121 1.136
131 H -3.59 -2.97 -4.78  C121 1.066
132 H -1.82 -2.69 -4.95  C121 1.087
133 H -0.61 -1.79 -3.39  C123 1.070
134 H -1.22 -1.00 -1.91  C123 1.083
135 H -0.45 0.70 -3.11  C124 1.103
136 H -2.11 0.78 -3.65  C124 1.078
137 H -1.53 0.00 -5.71  N125 1.014
138 H 0.96 1.38 -4.94  C126 1.095
139 H -0.52 2.14 -5.55  C126 1.140
140 H 0.89 -0.13 -7.08  C127 1.107
141 H 1.12 1.60 -7.51  C127 1.077
142 H -1.04 -1.04 -8.52  C129 1.111
143 H -0.46 0.26 -9.63  C129 1.120
144 H -2.20 0.18 -9.08  C129 1.103
145 C -7.23 0.68 -1.08  O146 1.404, H154 1.097, H155 1.089, H156 1.089
146 O -8.14 0.01 -0.25  C145 1.404, C147 1.410
147 C -8.30 -1.35 -0.60  O146 1.410, C148 1.511, H157 1.075, H158 1.084
148 C -7.12 -2.26 -0.34  C147 1.511, N149 1.472, H159 1.122, H160 1.079
149 N -6.58 -2.04 1.01  C148 1.472, C150 1.429, H161 1.013
150 C -5.33 -2.66 1.31  N149 1.429, C151 1.530, H162 1.088, H163 1.118
151 C -4.10 -2.08 0.61  C150 1.530, O152 1.420, H164 1.121, H165 1.101
152 O -3.76 -0.89 1.32  C151 1.420, C153 1.432
153 C -2.74 -0.13 0.66  O152 1.432, H166 1.104, H167 1.089, H168 1.071
154 H -7.25 0.63 -2.18  C145 1.097
155 H -6.24 0.37 -0.74  C145 1.089
156 H -7.34 1.73 -0.81  C145 1.089
157 H -8.61 -1.43 -1.63  C147 1.075
158 H -9.14 -1.68 0.00  C147 1.084
159 H -6.27 -2.15 -1.07  C148 1.122
160 H -7.38 -3.30 -0.44  C148 1.079
161 H -6.48 -1.06 1.25  N149 1.013
162 H -5.37 -3.67 0.88  C150 1.088
163 H -5.11 -2.78 2.40  C150 1.118
164 H -4.34 -1.94 -0.48  C151 1.121
165 H -3.20 -2.70 0.70  C151 1.101
166 H -3.14 0.41 -0.22  C153 1.104
167 H -1.89 -0.72 0.31  C153 1.089
168 H -2.33 0.59 1.33  C153 1.071
169 O 1.23 2.11 -2.02  C170 1.468, H173 0.977
170 C 0.61 3.41 -2.32  O169 1.468, C171 1.545, H174 1.134, H175 1.115
171 C -0.76 3.38 -1.59  C170 1.545, O172 1.456, H176 1.120, H177 1.092
172 O -1.71 4.33 -2.14  C171 1.456, H178 0.980
173 H 2.18 2.20 -2.24  O169 0.977
174 H 1.24 4.24 -1.89  C170 1.134
175 H 0.34 3.49 -3.40  C170 1.115
176 H -0.66 3.65 -0.51  C171 1.120
177 H -1.12 2.35 -1.62  C171 1.092
178 H -2.63 4.00 -2.00  O172 0.980
179 C 0.95 -3.47 -6.60  C180 1.541, H182 1.062, H183 1.062, H184 1.114
180 C 2.16 -2.63 -6.14  C179 1.541, O181 1.449, H185 1.066, H186 1.059
181 O 1.76 -1.67 -5.13  C180 1.449, H187 0.989
182 H 0.19 -2.84 -6.99  C179 1.062
183 H 0.51 -3.92 -5.75  C179 1.062
184 H 1.19 -4.29 -7.32  C179 1.114
185 H 2.60 -2.09 -6.94  C180 1.066
186 H 2.91 -3.19 -5.64  C180 1.059
187 H 0.84 -1.35 -5.31  O181 0.989
188 C 2.90 -0.82 -0.48  C189 1.507, H191 1.095, H192 1.088, H193 1.102
189 C 1.55 -0.87 0.19  C188 1.507, O190 1.458, H194 1.067, H195 1.095
190 O 0.48 -0.23 -0.57  C189 1.458, H196 0.977
191 H 3.39 0.16 -0.41  C188 1.095
192 H 2.78 -1.04 -1.54  C188 1.088
193 H 3.56 -1.51 0.05  C188 1.102
194 H 1.57 -0.50 1.19  C189 1.067
195 H 1.19 -1.89 0.34  C189 1.095
196 H 0.82 0.63 -0.87  O190 0.977

**Energy relative to the best compared isomer or geometry (same formula, charge and spin)**: 0.000 eV
**HOMO-LUMO gap**: 8.84 eV
**Lowest unoccupied orbital energy**: 0.5 eV
**Highest occupied orbital energy**: -8.38 eV